1.
Computed, not measured: one molecule with the formula C20H23N3O, with ωB97M-V/def2-TZVPD.

Computed properties:
Charge = 0
ΔE to the lowest compared entry with this formula, charge and spin = 46.51 kcal/mol
HOMO = -7.4496 eV
SMILES = O[C@@H](CN1CCN(c2ccccc2)CC1)c1c[nH]c2ccccc12
Frontier orbital gap = 8.21 eV

Atoms and positions in Å:
1 C 3.49184 3.60103 0.78712
2 H -2.58168 -0.83403 -1.08340
3 H -1.34735 0.42028 -1.32988
4 C -1.02233 3.01450 0.79067
5 C -1.03087 -2.84588 -1.68534
6 H -1.65967 0.72240 3.69677
7 H 3.93735 4.97499 -0.79550
8 C 2.53124 2.89864 1.47939
9 C -0.53708 -5.21741 -1.69561
10 N 0.11075 -0.14974 0.82746
11 C 1.84392 4.60207 -0.67213
12 C -1.26904 -0.53036 0.59693
13 C 1.19639 3.03471 1.09929
14 H 0.37844 1.81712 3.54894
15 H 2.80574 2.25988 2.30599
16 N -0.65534 -1.51595 -1.56073
17 C -2.71709 -4.47496 -2.30167
18 C -2.32850 -3.16620 -2.10725
19 C -1.54028 -0.57182 -0.90973
20 C -0.19249 1.48109 2.66483
21 C 0.40520 0.12735 2.21471
22 H -2.08004 2.85124 0.84608
23 C -0.14208 -3.90895 -1.49001
24 C -1.82679 -5.51587 -2.09529
25 C 0.71631 -1.15425 -1.28303
26 H 0.04522 -0.67360 2.89144
27 H 0.87005 -3.72728 -1.16385
28 H -3.03879 -2.37856 -2.30777
29 O -1.56083 1.38996 3.00897
30 H 2.03654 -0.78940 0.38524
31 H -3.72614 -4.68420 -2.62756
32 H 1.39664 -1.83095 -1.79904
33 H -1.91661 0.20903 1.06683
34 H 1.58058 5.25547 -1.49136
35 H -1.49077 -1.52641 1.02962
36 H -2.13265 -6.53964 -2.24791
37 H 0.17498 -6.01380 -1.53021
38 C 0.87033 3.89603 0.02286
39 C 3.15435 4.44104 -0.27753
40 C -0.03626 2.48662 1.56799
41 H 1.49040 0.19005 2.31555
42 C 1.00618 -1.11377 0.22092
43 N -0.48364 3.86264 -0.13794
44 H -1.00525 4.38702 -0.81900
45 H 0.86945 -0.14475 -1.67987
46 H 4.53076 3.50760 1.06855
47 H 0.87892 -2.12301 0.65548


2.
Computed, not measured: C6H5NO as an isolated structure, with ωB97M-V/def2-TZVPD.

Computed properties:
Charge = 0
ΔE to the lowest compared entry with this formula, charge and spin = 106.03 kcal/mol
HOMO = -9.1991 eV
Frontier orbital gap = 7.58 eV

Atoms and positions in Å:
1 C -2.00572 -0.50732 -0.86979
2 C 0.55341 -0.74096 -1.48348
3 H 0.55774 -0.72999 -2.82393
4 O -2.74919 0.36925 -0.33806
5 C -0.58334 -0.48470 -0.56475
6 H -0.77389 -0.50986 1.82220
7 N 1.32079 1.88303 3.07759
8 H 1.54558 -0.79446 -0.98632
9 C -0.10557 -0.21665 0.79220
10 C 1.17782 1.29759 2.11316
11 H 1.88231 0.98032 0.09614
12 H -2.01941 -1.04936 -1.78507
13 C 1.19946 0.50310 0.95010


3.
Computed, not measured: C29H20BN4O2PtSe as an isolated structure, with ωB97M-V/def2-TZVPD.

Computed properties:
Charge = -1
HOMO (spin up / spin down) = -2.3505 / -2.3499 eV
Frontier orbital gap (spin up / spin down) = 4.46 / 4.45 eV

Atoms and positions in Å:
1 H 1.94487 -4.83804 -0.10047
2 C -4.14053 0.10076 -1.15497
3 C -0.54183 -3.53274 -2.02187
4 H -2.43613 0.19806 -2.47617
5 H -0.88473 0.80776 3.92713
6 C -0.04073 3.27776 -2.15907
7 C 1.30267 0.66236 1.82833
8 C -1.17073 -4.67804 -2.46347
9 C 0.43657 -5.96144 -1.17877
10 N 0.06157 0.84426 1.28533
11 C -3.91553 0.33226 2.54813
12 C -0.66363 -5.89334 -2.02207
13 C -3.58473 0.31206 1.18583
14 C 0.58467 -3.60354 -1.18987
15 C 1.08937 -4.81154 -0.75567
16 C -0.95233 4.29486 -2.44547
17 C -1.19663 0.67426 1.78713
18 C -4.54413 0.10756 0.16873
19 C 3.02207 0.23496 -1.36357
20 C 4.34727 0.07746 -1.01427
21 C 0.49837 4.49376 -0.17707
22 H -1.53963 4.26336 -3.35157
23 C 2.97717 0.52036 3.58783
24 H -1.81443 6.12716 -1.71727
25 O 1.00417 -2.35284 -0.91887
26 H -3.18803 0.51496 4.54073
27 C 2.36117 0.45126 0.87973
28 C -1.09523 5.33136 -1.54437
29 H 3.21297 0.55316 4.64323
30 H 2.69737 0.25256 -2.39627
31 H 0.79447 -6.92644 -0.84657
32 Pt 0.10227 0.38826 -0.71527
33 C -1.59963 0.67316 3.13553
34 C -2.22473 0.48206 0.80093
35 B 0.11547 -1.47044 -1.56767
36 H 1.06887 4.62356 0.73403
37 N -1.86903 0.40526 -0.51237
38 C 3.70547 0.27726 1.30763
39 O -0.83343 -2.23254 -2.25297
40 H -2.02943 -4.62484 -3.11287
41 H -5.57943 -0.05434 0.43863
42 H -4.94533 0.19726 2.84623
43 C 3.99647 0.32606 2.67703
44 N 2.05687 0.38216 -0.44577
45 C 1.66417 0.67486 3.18913
46 H 5.09367 -0.04844 -1.78437
47 C 4.69717 0.05616 0.32583
48 C -2.92433 0.50806 3.49213
49 H 1.51227 2.69876 -0.77797
50 H -1.14453 -6.80584 -2.34547
51 N -0.39893 5.43976 -0.42067
52 C 0.72557 3.40906 -0.99957
53 H -4.85603 -0.03884 -1.94997
54 C -2.80043 0.23826 -1.45937
55 H 0.92647 0.81266 3.95993
56 H 5.71757 -0.12904 0.63263
57 H 5.01717 0.20326 3.00523
58 Se 0.17977 1.77386 -3.28497


4.
Computed, not measured: C27H31BF4N7O2Y as an isolated structure, with ωB97M-V/def2-TZVPD.

Computed properties:
Charge = 0
ΔE to the lowest compared entry with this formula, charge and spin = 0.00 kcal/mol
HOMO = -7.4733 eV
Frontier orbital gap = 7.30 eV

Atoms and positions in Å:
1 C 0.56328 -2.99435 2.04781
2 H 0.88401 -0.35936 4.40768
3 H 4.91471 4.19529 -0.37304
4 H -4.14429 -1.85492 -4.15255
5 H 2.00061 -2.43189 -2.85608
6 H 1.27122 -4.22864 -1.55683
7 H -2.91545 2.83926 -3.38516
8 N -3.15704 -0.04760 -3.55224
9 H -5.06033 3.51570 1.26788
10 H 2.98777 -0.60389 -2.81648
11 C -0.15351 -3.39650 -0.23298
12 F 3.70595 -2.66631 1.61683
13 C 4.73823 2.64993 -1.85189
14 C 1.17054 -2.20890 -2.17431
15 C 4.34774 3.33569 -0.70690
16 H 0.27172 -4.03538 2.26302
17 C -1.72403 -2.60072 1.38472
18 H 5.60399 2.96029 -2.41741
19 H -1.00677 -3.20367 -0.87765
20 C 2.47978 1.82240 -0.35692
21 H -0.47654 -2.35031 3.83864
22 N 1.32817 -0.84687 -1.67164
23 H -4.06294 4.12591 3.45758
24 C -0.49380 3.03491 -1.37122
25 H 0.24082 -2.26645 -2.74558
26 H -0.69898 1.07441 4.23244
27 H -2.46101 -2.92882 -2.29131
28 C -4.19160 2.98080 1.63381
29 H 4.32989 0.96045 -3.08540
30 C 4.01438 1.53742 -2.22621
31 F 2.28928 -1.05787 0.82698
32 Y 0.11162 -0.13263 0.18934
33 O -2.00932 0.31757 0.55390
34 C -3.63890 3.32708 2.86766
35 N -0.65815 1.68003 -1.49080
36 C 2.35471 -0.17821 -2.02991
37 C -3.66281 1.96312 0.87152
38 C -2.52247 1.24801 1.29878
39 C -3.40311 -1.39844 -3.52737
40 C 0.86584 -0.73498 3.37477
41 C 2.88604 1.09590 -1.51886
42 C 1.14005 -3.26411 -1.05615
43 O 1.43834 1.50299 0.36591
44 C -2.17416 0.19245 -2.64863
45 C -1.97116 1.59082 2.56358
46 H 1.85394 -0.58612 2.93900
47 C -2.55161 -1.90484 -2.59833
48 C -1.64132 1.50556 -2.33653
49 B 3.68350 -1.52253 0.83792
50 C 0.50215 -2.22329 3.36906
51 C -2.54784 2.61583 3.32184
52 F 4.03411 -1.83661 -0.47215
53 H 0.26276 3.44066 -0.72516
54 N -2.12218 2.69221 -2.78731
55 N -1.77857 -0.90766 -2.05357
56 F 4.46379 -0.52968 1.35616
57 H 2.01196 -3.15026 -0.41483
58 H -0.24810 -4.43866 0.11596
59 C -0.86433 0.85865 3.16685
60 H 2.96042 3.45398 0.92475
61 H -4.10078 1.68301 -0.07844
62 H 1.58381 -3.00903 1.68561
63 H -1.89222 -1.96916 2.25262
64 H 1.21355 -2.73022 4.02793
65 H -1.97371 -3.64420 1.63039
66 H -2.11597 2.84667 4.28793
67 H -1.57264 4.71986 -2.34568
68 C 3.25467 2.92907 0.02598
69 H -3.58049 0.61114 -4.18146
70 C -1.39157 3.67772 -2.16543
71 N -0.10339 0.01675 2.58653
72 H -2.37496 -2.24144 0.58882
73 N -0.31727 -2.51702 0.95221


5.
Computed, not measured: one molecule with the formula C6H13NO, with ωB97M-V/def2-TZVPD.

Computed properties:
Charge = 0
ΔE to the lowest compared entry with this formula, charge and spin = 10.51 kcal/mol
HOMO = -9.4504 eV
SMILES = CCC(=O)NC(C)C
Frontier orbital gap = 10.33 eV

Atoms and positions in Å:
1 C 1.74353 -0.85759 -1.55169
2 H -0.17027 -1.07638 1.02949
3 H -2.05577 1.27490 1.56825
4 H 1.89608 -1.93628 -1.50084
5 C -2.51175 0.29044 1.49430
6 H -2.49861 -1.28263 -0.18605
7 C 1.53527 -0.33694 -0.09703
8 H 0.82203 -0.72390 -2.11225
9 H 1.53550 1.60114 0.88015
10 C -0.88144 0.11153 -0.40853
11 O -0.69769 0.86803 -1.34034
12 H -2.04505 -0.33921 2.25183
13 C 2.10619 1.06547 0.12481
14 H 3.12622 0.99922 0.48425
15 H 2.09176 -1.04642 0.51601
16 H -2.93116 0.25539 -0.57875
17 H 2.56591 -0.28948 -1.97778
18 N 0.13452 -0.42100 0.33076
19 H -3.56253 0.41646 1.76109
20 H 2.07029 1.67263 -0.77476
21 C -2.27305 -0.24538 0.08708


| no. | E (eV) |
| --- | --- |
| 1 | -27631.0361 |
| 2 | -9834.6099 |
| 3 | -109726.6881 |
| 4 | -55630.1536 |
| 5 | -9970.7186 |